DFT (ωB97M-V with the def2-TZVPD basis set) results for a molecular structure, C27H80N14O20Zr in a non-equilibrium geometry.

Geometry as XYZ:
```
142
C27H80N14O20Zr | OMol25 | ωB97M-V with the def2-TZVPD basis set
Zr -0.246 -1.618 -5.758
C -0.477 -0.293 -0.280
C -0.697 -1.513 0.364
C -1.017 -2.772 -0.427
O -1.217 -3.856 0.109
C -1.004 -2.701 -1.851
C -0.765 -1.482 -2.463
C -0.453 -0.198 -1.689
O -0.093 0.810 -2.323
O -0.665 -1.462 -3.744
O -0.516 -1.585 1.592
H -0.343 0.629 0.264
H -1.148 -3.565 -2.486
C -1.037 -1.652 4.263
O -1.194 -1.453 5.458
N -0.759 -0.628 3.386
N -1.167 -2.848 3.607
H -0.286 -0.853 2.526
H -0.648 0.305 3.743
H -0.955 -2.800 2.626
H -1.324 -3.737 4.042
C -1.278 -7.308 -0.895
O -1.252 -8.508 -1.081
N -0.162 -6.476 -0.936
N -2.436 -6.593 -0.834
H 0.739 -6.889 -0.759
H -0.309 -5.484 -0.961
H -3.323 -7.033 -0.992
H -2.409 -5.669 -0.433
C -3.041 -0.328 -0.730
O -2.292 0.017 -1.647
N -4.400 -0.255 -0.855
N -2.593 -0.913 0.405
H -4.775 0.094 -1.715
H -4.932 -0.691 -0.125
H -1.614 -1.145 0.448
H -3.039 -1.360 1.189
C 0.015 3.398 -4.741
O 1.155 2.941 -4.924
N -0.634 4.001 -5.782
N -0.717 3.154 -3.631
H -1.506 4.434 -5.523
H -0.328 4.020 -6.733
H -0.324 2.418 -3.054
H -1.663 3.471 -3.537
C -3.921 -2.300 -4.717
O -2.784 -2.089 -5.207
N -5.044 -2.233 -5.442
N -4.115 -2.701 -3.425
H -5.017 -2.076 -6.435
H -5.876 -2.649 -5.062
H -4.854 -3.363 -3.262
H -3.266 -2.806 -2.894
C 2.585 -2.497 3.618
C 2.703 -2.242 5.141
C 2.736 -0.724 5.464
O 3.987 -0.169 5.099
C 5.198 -0.800 5.523
N 1.540 -2.863 5.789
H 3.443 -2.113 3.059
H 1.640 -2.175 3.182
H 2.702 -3.586 3.567
H 3.562 -2.772 5.550
H 2.618 -0.688 6.552
H 2.020 -0.131 4.904
H 5.398 -1.555 4.764
H 4.958 -1.237 6.500
H 6.012 -0.111 5.727
H 1.467 -3.796 5.390
H 0.742 -2.349 5.422
C -0.931 3.683 0.095
C -0.882 4.725 1.240
C 0.141 5.775 0.950
O 0.282 6.656 2.045
C 0.992 7.856 1.823
N -2.257 5.252 1.473
H -1.967 3.381 -0.039
H -0.211 2.876 0.237
H -0.691 4.165 -0.860
H -0.566 4.220 2.156
H -0.019 6.293 -0.010
H 1.166 5.385 0.852
H 0.668 8.281 0.868
H 2.056 7.583 1.854
H 0.784 8.539 2.643
H -2.440 5.914 0.724
H -2.884 4.468 1.370
C -3.052 2.687 4.500
C -3.388 3.087 3.076
C -2.186 3.186 2.161
O -1.477 1.964 2.197
C -0.739 1.717 1.013
N -4.419 2.262 2.449
H -2.137 3.146 4.897
H -2.787 1.626 4.456
H -3.766 2.980 5.267
H -3.834 4.089 3.132
H -1.537 3.966 2.579
H -2.551 3.459 1.167
H -0.547 0.663 0.835
H 0.132 2.376 1.008
H -1.300 1.991 0.111
H -4.001 1.427 2.054
H -5.160 2.005 3.085
C 3.427 -0.028 0.518
C 3.639 1.074 -0.539
C 5.093 1.477 -0.677
O 5.517 2.052 0.553
C 6.511 1.314 1.252
N 3.080 0.536 -1.786
H 4.030 -0.917 0.323
H 2.361 -0.230 0.634
H 3.744 0.269 1.524
H 3.039 1.933 -0.249
H 5.328 2.236 -1.427
H 5.726 0.637 -0.991
H 6.298 0.247 1.292
H 6.583 1.854 2.198
H 7.504 1.496 0.820
H 2.078 0.485 -1.903
H 3.378 -0.377 -2.105
O -0.616 -3.707 -5.404
H -1.101 -4.336 -5.965
H -0.264 -4.251 -4.632
O 1.652 -2.376 -4.933
H 1.964 -2.546 -4.028
H 2.429 -2.524 -5.501
O -1.575 0.209 -5.564
H -2.109 0.656 -4.888
H -1.771 0.679 -6.392
O 0.128 -5.545 -3.666
H -0.163 -5.963 -2.814
H 0.793 -6.151 -4.017
O 1.837 3.598 -1.794
H 1.386 3.511 -2.643
H 1.775 2.727 -1.394
O 1.043 -4.811 1.786
H 0.427 -4.392 1.173
H 1.472 -4.070 2.235
O 1.015 0.185 -4.918
H 0.770 0.701 -4.107
H 1.772 0.666 -5.299
```

total charge: +2
E_LUMO: -9.42 eV
HOMO: -11.5 eV
electronic energy: -3393.73424 hartree
HOMO-LUMO gap: 2.125 eV

DFT (ωB97M-V with the def2-TZVPD basis set) results for 13 unconnected molecules or ions with the total composition C27H80N4O13 in a non-equilibrium geometry.

Geometry as XYZ:
```
124
C27H80N4O13 | OMol25 | ωB97M-V with the def2-TZVPD basis set
C 3.000 -2.170 3.455
O 1.947 -1.554 2.687
H 2.771 -3.137 3.693
H 3.239 -1.600 4.366
H 3.907 -2.133 2.829
H 2.255 -0.696 2.380
C -1.924 2.645 1.806
O -1.658 3.855 2.339
H -2.675 2.077 2.404
H -1.023 2.111 1.809
H -2.236 2.828 0.816
H -0.851 4.209 1.882
C 1.412 4.494 1.563
O 0.544 4.415 0.460
H 2.302 5.199 1.437
H 1.896 3.567 1.771
H 0.922 4.834 2.471
H 1.082 4.197 -0.279
C 0.170 0.274 -0.061
O 1.069 1.318 0.027
H 0.389 -0.267 -1.032
H -0.907 0.583 -0.067
H 0.215 -0.506 0.617
H 0.714 1.975 -0.521
C -1.360 -0.749 3.625
O -1.552 -0.873 2.246
N -0.262 -1.067 4.239
N -2.207 -0.137 4.366
H 0.439 -1.490 3.640
H -0.230 -1.381 5.199
H -3.087 -0.073 3.887
H -2.279 -0.040 5.436
C 3.449 1.244 2.972
O 3.669 1.264 4.297
N 2.225 1.229 2.540
N 4.412 1.104 2.098
H 1.476 1.272 3.251
H 1.891 1.094 1.574
H 5.388 1.024 2.364
H 4.206 0.990 1.114
C -1.376 2.676 -2.238
C -2.611 1.890 -1.975
C -3.851 2.676 -1.805
O -2.869 1.139 -2.916
H -1.312 3.491 -1.524
H -1.434 3.245 -3.175
H -0.567 1.962 -2.285
H -2.492 1.345 -1.037
H -3.683 3.538 -1.088
H -4.598 2.028 -1.323
H -4.142 3.196 -2.786
H -3.564 0.485 -2.793
C 2.432 -2.382 -0.772
C 3.265 -1.503 -1.707
C 4.526 -1.000 -1.023
O 3.664 -2.028 -2.768
H 2.475 -1.899 0.216
H 2.966 -3.301 -0.637
H 1.386 -2.552 -1.114
H 2.572 -0.626 -1.946
H 4.931 -0.138 -1.656
H 5.383 -1.662 -0.999
H 4.355 -0.684 0.009
H 4.264 -2.772 -2.530
C -0.941 -5.659 2.127
C -0.958 -4.080 2.087
C 0.100 -3.565 1.172
O -2.005 -3.645 1.652
H -1.353 -6.035 3.064
H 0.075 -6.059 2.058
H -1.362 -6.141 1.316
H -0.662 -3.637 3.001
H 0.020 -3.923 0.107
H 1.091 -3.746 1.591
H 0.044 -2.481 1.095
H -2.082 -2.737 1.883
C 3.495 5.143 -1.590
C 3.086 3.684 -1.935
C 3.704 2.748 -0.926
O 1.829 3.400 -1.885
H 2.992 5.566 -0.790
H 3.275 5.896 -2.338
H 4.589 5.140 -1.425
H 3.516 3.427 -2.910
H 3.419 1.725 -1.086
H 3.466 2.991 0.136
H 4.820 2.812 -1.047
H 1.450 3.759 -2.638
C 0.095 -0.856 -3.919
C 1.198 -0.176 -4.752
C 1.701 1.175 -4.146
O 2.180 -0.903 -4.948
H 0.467 -1.243 -2.974
H -0.341 -1.666 -4.502
H -0.599 -0.068 -3.630
H 0.702 0.014 -5.764
H 0.960 1.964 -4.281
H 2.608 1.526 -4.621
H 1.886 1.050 -3.071
H 2.597 -1.089 -4.093
C -1.805 -3.982 -2.586
C -2.603 -3.286 -1.507
C -1.811 -2.009 -1.191
O -3.757 -2.906 -1.799
H -2.131 -4.950 -2.790
H -0.771 -4.112 -2.359
H -1.852 -3.467 -3.534
H -2.653 -3.924 -0.623
H -1.771 -1.301 -1.966
H -0.803 -2.186 -0.851
H -2.208 -1.517 -0.308
H -4.364 -3.614 -1.783
C -4.772 0.952 1.141
C -5.259 -0.211 1.993
C -5.059 -1.609 1.307
O -4.788 -0.290 3.176
H -3.776 0.863 0.716
H -4.832 1.928 1.555
H -5.550 1.032 0.367
H -6.324 -0.104 2.244
H -5.675 -1.813 0.424
H -5.388 -2.472 1.889
H -4.046 -1.814 1.009
H -5.553 -0.584 3.668
```

E_LUMO: 0.40 eV
HOMO: -8.8 eV
energy above the lowest of the compared OMol25 structures with the same formula, charge and spin: 185.4 kcal/mol
electronic energy: -2273.50625 hartree
HOMO-LUMO gap: 9.193 eV

DFT (ωB97M-V with the def2-TZVPD basis set) results for 17 unconnected molecules or ions with the total composition C27H84O35S8 in a non-equilibrium geometry.

Geometry as XYZ:
```
154
C27H84O35S8 | OMol25 | ωB97M-V with the def2-TZVPD basis set
O 29.910 20.046 26.077
S 31.125 20.141 25.328
O 32.155 21.020 25.770
O 31.722 18.699 25.153
C 30.791 17.580 25.104
C 31.521 16.437 24.461
C 30.731 20.552 23.656
H 29.880 17.858 24.576
H 30.574 17.328 26.143
H 30.954 15.508 24.513
H 32.441 16.221 25.012
H 31.779 16.676 23.429
H 30.297 21.541 23.574
H 30.050 19.733 23.419
H 31.631 20.342 23.083
O 31.659 15.102 20.170
S 32.639 14.220 20.717
O 34.019 14.576 20.733
O 32.160 13.926 22.198
C 33.121 13.359 23.131
C 32.347 12.480 24.100
C 32.402 12.606 20.032
H 33.637 14.149 23.678
H 33.870 12.790 22.579
H 31.705 13.109 24.718
H 33.071 11.965 24.731
H 31.711 11.770 23.572
H 31.330 12.441 20.056
H 32.966 11.899 20.633
H 32.770 12.633 19.010
O 29.170 11.529 22.559
S 28.090 12.429 22.315
O 27.141 12.179 21.289
O 27.252 12.613 23.639
C 27.965 12.850 24.858
C 27.660 11.762 25.874
C 28.748 14.055 22.102
H 27.592 13.773 25.308
H 29.038 12.989 24.737
H 26.661 11.900 26.293
H 28.345 11.794 26.724
H 27.685 10.752 25.463
H 29.295 14.063 21.164
H 29.357 14.291 22.969
H 27.891 14.721 22.070
O 30.776 19.318 32.547
S 29.738 19.984 31.843
O 30.041 21.047 30.943
O 28.861 18.909 31.083
C 29.571 17.982 30.251
C 30.746 18.509 29.404
C 28.504 20.509 32.958
H 28.851 17.588 29.536
H 29.982 17.130 30.798
H 30.909 17.830 28.567
H 31.611 18.642 30.053
H 30.551 19.487 28.957
H 28.323 19.708 33.671
H 27.586 20.707 32.411
H 28.860 21.400 33.466
O 25.828 19.067 17.175
S 26.204 20.442 17.166
O 25.458 21.395 16.447
O 26.237 20.968 18.642
C 26.756 20.058 19.652
C 27.035 20.810 20.919
C 27.895 20.517 16.653
H 27.661 19.601 19.243
H 26.083 19.210 19.787
H 27.450 20.125 21.656
H 26.105 21.217 21.324
H 27.728 21.638 20.767
H 28.306 21.487 16.920
H 27.927 20.300 15.593
H 28.434 19.784 17.250
O 36.385 18.758 28.638
S 35.048 18.339 28.909
O 34.797 17.260 29.785
O 34.242 19.598 29.420
C 34.662 20.887 28.916
C 33.494 21.830 28.830
C 34.214 18.044 27.387
H 35.110 20.817 27.922
H 35.453 21.251 29.572
H 32.767 21.416 28.136
H 33.870 22.792 28.467
H 33.055 22.116 29.786
H 33.999 18.993 26.902
H 33.296 17.508 27.617
H 34.846 17.425 26.754
O 26.315 23.932 27.081
S 26.449 22.788 27.911
O 25.641 21.621 27.722
O 27.931 22.328 28.026
C 28.930 23.381 28.217
C 30.301 22.783 28.025
C 26.127 23.290 29.582
H 28.843 23.837 29.205
H 28.735 24.141 27.460
H 30.596 22.072 28.789
H 30.951 23.661 27.936
H 30.413 22.283 27.065
H 25.061 23.162 29.748
H 26.412 24.327 29.729
H 26.671 22.628 30.253
O 35.229 23.938 24.815
S 34.336 25.009 25.069
O 34.486 25.902 26.163
O 34.363 25.878 23.727
C 33.847 27.221 23.801
C 33.216 27.535 22.443
C 32.675 24.430 25.006
H 34.689 27.891 23.957
H 33.139 27.309 24.622
H 34.016 27.765 21.739
H 32.539 28.386 22.489
H 32.674 26.674 22.052
H 32.613 23.835 24.101
H 31.961 25.248 25.043
H 32.477 23.817 25.886
O 33.692 18.683 21.930
H 33.749 18.726 22.892
H 34.291 17.970 21.679
O 27.434 19.331 28.007
H 26.777 20.038 27.879
H 28.120 19.492 27.347
O 28.448 17.423 22.210
H 29.362 17.613 21.935
H 28.012 17.101 21.415
O 30.796 18.579 21.212
H 30.887 19.350 20.633
H 31.701 18.285 21.384
O 26.386 16.839 23.991
H 27.221 17.141 23.597
H 26.159 16.033 23.517
O 29.040 15.666 27.119
H 28.470 15.176 27.720
H 28.501 16.416 26.838
O 31.013 23.265 22.071
H 31.908 23.219 21.715
H 30.782 24.199 22.015
O 31.413 20.931 19.733
H 31.582 21.409 20.555
H 31.988 21.337 19.078
C 26.019 20.515 24.713
C 24.850 21.464 24.420
O 25.456 22.587 23.771
C 26.797 22.530 23.957
O 27.540 23.396 23.648
O 27.163 21.366 24.523
H 26.081 19.672 24.019
H 26.032 20.087 25.710
H 24.420 21.791 25.371
H 24.032 21.003 23.873
```

E_LUMO: -0.37 eV
HOMO: -10.7 eV
electronic energy: -6897.99094 hartree
HOMO-LUMO gap: 10.374 eV